[1]
Entry from the Open Molecules 2025 dataset: an isolated ion of composition C6H10N3O2S and charge +1 in a non-equilibrium geometry (ωB97M-V/def2-TZVPD).

Structure (ORCA input):
```
! RIJCOSX wB97M-V def2-TZVPD def2/J DEFGRID3
* xyz 1 1
H 2.666 2.140 -0.504
H -3.745 1.082 -0.038
C 0.569 1.976 -0.296
H 0.560 3.079 -0.341
N -3.809 0.060 0.070
H -3.359 -1.963 1.359
C -1.514 -0.316 -0.768
H -1.782 -2.368 0.785
C 3.815 -0.003 0.292
H 4.331 -1.033 0.164
H -1.911 -0.060 -1.735
N -2.512 -1.674 0.861
O -0.452 -1.011 -0.604
C 1.837 1.473 -0.262
S -1.102 1.533 -0.037
N 1.632 -0.908 -0.174
C 2.292 0.165 -0.114
C -2.674 -0.684 0.078
O 1.637 -2.069 -0.176
H 4.351 0.661 -0.296
H 3.824 0.377 1.290
H -4.655 -0.457 0.448
*
```

Relative energy (zero: lowest compared OMol25 entry of this formula, charge and spin) in eV: 4.8507

Mulliken population analysis, charges in e, atoms 1 to 4: 0.3027, 0.2432, -0.5669, 0.2764

[2]
Entry from the Open Molecules 2025 dataset: one molecule with the formula C4H8N4O in a non-equilibrium geometry (ωB97M-V/def2-TZVPD).

Structure (ORCA input):
```
! RIJCOSX wB97M-V def2-TZVPD def2/J DEFGRID3
* xyz 0 1
N -0.450 1.733 -0.078
N 2.045 1.048 -0.132
H 0.999 -2.095 0.010
N -1.933 -0.712 1.008
H 3.012 0.820 0.171
N -2.004 -1.005 -1.147
C 1.654 -1.250 -0.097
C -1.358 -0.521 -0.189
C -0.142 0.370 -0.239
H -0.727 1.990 0.856
H 1.834 2.036 -0.084
H -2.925 -1.082 1.042
C 1.133 0.039 -0.133
O 2.835 -1.462 0.010
H -1.349 -1.037 1.770
H -1.461 -0.882 -2.055
H -1.163 2.010 -0.714
*
```

Relative energy (zero: lowest compared OMol25 entry of this formula, charge and spin) in eV: 2.1397

Mulliken population analysis, charges in e, atoms 1 to 4: -0.5761, -0.4318, 0.4113, -0.4340

[3]
Entry from the Open Molecules 2025 dataset: a 2-piece molecular cluster, CH5N2 overall in a non-equilibrium geometry (ωB97M-V/def2-TZVPD).

Structure (ORCA input):
```
! RIJCOSX wB97M-V def2-TZVPD def2/J DEFGRID3
* xyz 1 1
N -1.215 -0.420 0.055
H -1.333 -0.540 1.169
C 2.060 0.714 -0.225
H -1.647 0.471 -0.221
H -1.815 -1.035 -0.361
N 1.306 0.032 0.288
H -0.221 -0.570 -0.239
H 2.865 1.349 -0.466
*
```

Relative energy (zero: lowest compared OMol25 entry of this formula, charge and spin) in eV: 1.5167

Mulliken population analysis, charges in e, atoms 1 to 4: -0.5208, 0.4279, 0.0504, 0.3766

[4]
Entry from the Open Molecules 2025 dataset: a 8-piece molecular cluster, C19H57N3O8 overall in a non-equilibrium geometry (ωB97M-V/def2-TZVPD).

Structure (ORCA input):
```
! RIJCOSX wB97M-V def2-TZVPD def2/J DEFGRID3
* xyz 1 2
H -1.264 -0.644 -1.283
C 2.611 1.891 0.498
H 0.080 -5.109 -3.818
O 1.874 2.428 1.540
H 2.734 1.204 3.013
H 3.325 2.650 0.177
C -0.067 3.446 -2.592
C -3.148 1.017 3.803
O 0.722 -3.381 1.214
H 0.943 -1.769 -0.188
H 0.952 3.367 -2.972
H -1.749 4.780 -0.583
H 2.230 -5.900 0.060
C 2.488 2.256 2.867
H -1.415 0.573 -3.103
H 1.841 -3.344 -4.941
H -0.141 -2.025 -5.487
H 0.079 3.412 -1.512
C 0.442 -2.083 0.728
H 4.984 1.895 4.277
O -1.060 2.478 -2.906
H 1.980 -2.515 -2.651
H -2.174 1.623 1.283
C -0.179 -3.098 -5.301
H -4.019 2.424 -2.251
O 1.226 -1.014 -3.770
C -2.283 -0.525 -1.649
H -2.677 4.151 0.667
C -0.006 -5.976 2.367
C 1.073 -2.303 -3.218
H 0.302 -5.247 3.117
H 2.462 4.667 2.435
H -3.485 1.646 5.514
H -1.898 2.692 -2.490
N 1.020 -4.777 -3.981
H -0.629 -1.886 0.680
H 0.208 -6.413 0.239
H -2.117 1.352 3.694
C -2.786 4.731 -0.249
O -0.307 1.213 2.049
H 0.124 -7.029 2.618
H 4.379 3.130 2.095
O -3.450 2.827 -1.591
H 0.532 -4.323 -0.745
C 0.635 -5.750 0.991
H 0.563 1.585 1.889
H -4.216 -0.862 3.238
C 1.450 -0.069 -2.757
H -4.120 4.726 -2.097
H 0.623 -0.046 -2.047
H 4.065 3.125 5.097
H -4.750 4.058 -0.646
H 3.223 1.075 0.882
O -2.159 -0.026 -3.004
O -3.478 0.782 5.095
H 3.909 5.202 3.008
C -3.428 -0.171 2.937
H -1.084 -5.907 2.227
C 0.916 -3.364 -4.365
H -2.714 -1.523 -1.726
H 1.701 2.513 3.576
H 0.230 -2.328 -2.527
C 0.226 -4.421 0.296
H 2.365 -0.280 -2.202
H -3.464 0.018 1.864
H -3.021 5.783 -0.089
H 5.547 3.530 4.308
H -0.863 -4.433 0.241
C 4.646 2.928 4.196
C -1.123 1.760 1.028
H -0.344 4.441 -2.940
C -3.839 4.108 -1.244
H 1.857 1.645 -0.249
N 2.037 -5.810 1.047
H -0.159 -3.712 -6.201
H -0.823 1.325 0.075
C 3.759 3.163 2.991
H -2.820 0.139 -0.971
H -1.137 -3.293 -4.820
N 3.190 4.501 3.115
H 1.669 0.893 -3.222
H -1.014 2.834 0.874
H -3.877 1.748 3.451
H 2.417 -4.908 1.298
H 1.286 -5.272 -4.821
H -2.478 -0.702 2.986
H 0.839 -1.503 1.561
*
```

Mulliken population analysis, charges in e, atoms 1 to 4: -0.3520, -0.5724, 0.2757, -0.4048

[5]
Entry from the Open Molecules 2025 dataset: an isolated ion of composition CH4BrN2 and charge +1 in a non-equilibrium geometry (ωB97M-V/def2-TZVPD).

Structure (ORCA input):
```
! RIJCOSX wB97M-V def2-TZVPD def2/J DEFGRID3
* xyz 1 3
N -0.220 -1.565 -0.404
H 0.677 1.527 0.450
H 1.198 -0.155 -1.220
N 0.136 0.700 0.252
H -0.642 0.511 0.814
C 0.426 -0.378 -0.448
H -0.766 -1.790 0.547
Br 0.139 -3.163 -1.262
*
```

Relative energy (zero: lowest compared OMol25 entry of this formula, charge and spin) in eV: 0.0000

Mulliken population analysis, charges in e, atoms 1 to 4: -0.3798, 0.2654, 0.3340, -0.2343

[6]
Entry from the Open Molecules 2025 dataset: C33H31N10O9Sr as an isolated structure (ωB97M-V/def2-TZVPD).

Structure (ORCA input):
```
! RIJCOSX wB97M-V def2-TZVPD def2/J DEFGRID3
* xyz -1 1
H 4.407 -2.039 2.156
C -0.299 -2.335 3.382
C -3.791 -2.530 -5.069
H 1.786 -4.726 4.511
C 4.405 -4.573 1.090
C 2.374 4.312 3.835
H 2.074 1.062 -3.341
C 2.689 -1.200 1.198
C -2.678 -0.484 -5.434
O -5.057 -3.533 -6.709
H -3.609 -0.194 2.119
N 0.486 3.885 -0.461
H 0.706 -2.602 -0.956
N -4.645 -3.617 -5.568
N -0.257 2.289 2.164
C -2.566 0.145 2.132
H 2.358 3.084 -2.211
N 1.304 1.368 -2.760
C 1.659 5.514 3.900
H 1.137 -5.769 2.383
H 0.873 -2.513 5.180
C 1.841 4.269 -0.126
C -2.526 -1.543 -3.298
C -0.152 -4.180 1.774
C -1.356 2.904 1.839
H -3.840 -1.476 -6.944
H -3.423 2.575 1.400
H -0.182 6.545 3.447
H 3.397 4.288 4.185
C 2.431 -3.564 -0.103
C 1.818 3.168 3.293
O 2.280 1.921 0.281
C 1.094 -4.206 3.861
C 0.591 -2.976 4.243
C 1.552 -2.513 -0.283
H -2.438 0.816 2.979
H -2.718 0.499 0.102
N 1.659 -1.353 0.364
O -0.832 2.549 -1.738
H 1.818 4.967 0.713
H -2.060 4.883 1.947
C -2.204 -0.485 -4.133
C -3.477 -1.494 -5.928
C 0.724 -4.802 2.644
H 1.151 3.391 -3.471
C 0.520 3.248 2.804
H -2.315 2.729 -0.010
C 0.365 5.611 3.415
C 3.601 -2.210 1.454
O 3.892 3.416 0.714
C 2.763 3.099 0.339
H 2.287 -4.489 -0.648
C -2.436 2.307 0.995
C -1.651 -1.007 2.407
N -1.403 4.196 2.271
H -3.597 -3.384 -3.102
N -0.949 -1.121 3.507
O -2.763 0.605 -7.460
H -1.908 -2.163 0.605
H -0.437 -4.632 0.832
Sr 0.276 0.857 -0.297
C -0.649 -2.939 2.161
H 2.785 -0.223 1.655
C 0.277 3.179 -1.522
C -0.180 4.461 2.863
C -2.015 -1.561 -1.860
N -1.517 -2.063 1.558
C 1.360 2.827 -2.554
C 3.476 -3.430 0.803
H -1.614 0.335 -3.754
H 3.945 -5.248 1.816
H 5.348 -4.223 1.508
O -2.529 -2.421 -1.115
O -1.092 -0.760 -1.595
H 2.134 6.391 4.319
N -2.220 0.868 0.904
O -1.577 1.482 -5.893
C -3.332 -2.572 -3.763
H 2.385 2.253 3.196
H 4.613 -5.148 0.187
O -4.857 -4.555 -4.827
H 0.440 1.154 -3.245
H 2.381 4.786 -0.929
N -2.310 0.621 -6.332
*
```

Relative energy (zero: lowest compared OMol25 entry of this formula, charge and spin) in eV: 0.3353

Mulliken population analysis, charges in e, atoms 1 to 4: 0.3912, 0.4800, -0.2895, 0.3969

[7]
Entry from the Open Molecules 2025 dataset: C32H34AsN5NaOPS5 as an isolated structure (ωB97M-V/def2-TZVPD).

Structure (ORCA input):
```
! RIJCOSX wB97M-V def2-TZVPD def2/J DEFGRID3
* xyz -2 1
C 3.208 2.458 2.135
H -1.652 1.875 -3.115
N 0.526 -3.841 -3.937
H -1.256 1.417 4.278
H -3.563 5.011 -0.821
S 0.291 -1.231 -3.576
C 3.495 2.802 -1.293
H -3.898 -0.150 0.413
C -3.290 0.165 1.248
H 5.204 -0.044 0.771
C -0.836 -2.743 2.798
As 4.045 -3.344 -0.778
H 3.820 2.513 3.039
N -0.185 -2.494 -0.777
H -0.257 1.437 2.014
H -4.481 -2.150 -2.776
H -0.920 -5.090 0.497
C -1.445 5.353 -0.961
N -0.245 -3.266 -1.890
C -0.330 -2.224 3.980
H -1.545 6.424 -1.086
C -0.050 3.390 -0.763
C -2.578 4.560 -0.816
H -1.605 -3.501 2.832
C 1.336 2.840 -0.705
Na 1.777 -1.389 -0.565
C -2.278 0.265 -1.835
C -3.874 -1.254 -2.847
S 2.688 -4.753 -1.773
S 5.999 -4.210 -0.657
C -3.128 0.590 3.619
H 3.726 2.433 -2.291
H 0.989 -3.497 -4.762
C -0.193 4.768 -0.937
H -3.560 0.562 4.612
C -2.442 3.192 -0.669
H -2.306 -4.151 1.071
H 2.283 1.927 2.372
H 4.296 3.456 -0.954
H -2.028 -4.326 -0.661
H -2.980 -1.554 -0.928
H 1.853 -0.093 2.570
H 4.868 2.341 0.816
C -3.854 0.150 2.524
C -2.298 1.009 -3.020
C -3.098 0.641 -4.088
C -0.331 -2.294 1.584
H -0.703 -2.579 4.934
C 0.212 -2.814 -3.111
H -4.530 -0.782 -4.836
S 4.097 -1.424 -1.826
O 2.271 3.581 -1.365
C -1.982 0.602 1.050
H -4.871 -0.203 2.655
C 3.978 1.738 1.023
H -0.154 -4.261 -1.746
S 3.211 -2.980 1.199
H 3.645 -0.398 1.461
H 1.116 -0.861 4.816
C -3.051 -0.894 -1.784
C -1.186 2.577 -0.653
H -3.071 1.220 -5.005
H 1.120 -4.522 -3.445
H 3.379 0.683 -0.760
C -1.832 1.061 3.431
C 4.450 0.343 1.458
P -1.022 0.708 -0.548
N 0.598 -1.337 1.530
C -1.536 -4.206 0.304
C -1.271 1.069 2.165
C 0.667 -1.270 3.920
N 1.719 1.798 -0.111
C 3.179 1.661 -0.306
H 2.938 3.480 1.841
H 0.698 5.374 -1.038
H -3.328 2.577 -0.567
C -0.696 -2.963 0.293
C -3.908 -0.485 -3.999
H 4.887 0.380 2.462
C 1.081 -0.851 2.668
*
```

Mulliken population analysis, charges in e, atoms 1 to 4: -1.5507, 0.3836, -0.5023, 0.4390

[8]
Entry from the Open Molecules 2025 dataset: C29H80Br2InO13P2 as an isolated structure in a non-equilibrium geometry (ωB97M-V/def2-TZVPD).

Structure (ORCA input):
```
! RIJCOSX wB97M-V def2-TZVPD def2/J DEFGRID3
* xyz -1 1
O -2.826 9.918 1.253
C -0.436 -2.153 7.946
P -1.841 -0.880 -2.888
H -3.782 1.235 -7.166
P -3.900 4.925 -0.042
In -1.162 1.089 -1.372
H 4.432 -2.657 -3.880
H 6.360 -1.528 9.847
H -4.386 9.735 -0.900
C 2.987 -2.105 -2.372
H -6.457 5.613 -1.385
O -2.987 6.254 0.614
H -1.844 -4.296 -3.147
C -1.738 1.112 -6.492
H 1.685 -2.225 7.525
H 6.459 -1.086 8.126
H -3.416 -6.666 -3.086
H -1.385 -2.302 7.421
H 2.817 -3.512 1.972
H 4.860 -2.142 6.681
O 0.655 -1.494 5.908
C 0.733 -2.385 7.011
H 4.137 -5.670 1.917
H -2.744 10.887 1.226
H -1.965 7.953 -0.177
H -0.436 -1.124 8.318
O 4.067 -4.953 3.832
H 4.774 -1.126 -3.083
O -3.646 1.815 -5.210
H 5.664 -5.749 2.817
C -3.094 1.785 -6.518
H 2.779 -0.691 1.609
C -2.978 3.253 0.346
O -4.318 5.071 -1.725
O -1.926 -5.265 -3.120
H 2.602 -3.117 -2.212
C 0.038 0.442 0.436
C 2.497 1.882 -2.602
H 1.944 1.075 -3.246
H -2.217 6.594 -1.458
H 0.679 -0.588 6.261
C 4.581 -5.887 2.893
H -4.017 0.397 -3.534
H -6.157 2.910 -0.667
H 4.627 -8.029 2.612
H -3.842 1.278 -0.450
H -1.823 0.090 -6.107
H 4.475 -5.149 4.693
C -0.440 6.265 -0.033
H 0.089 2.133 -3.806
H 0.756 1.286 0.866
H -0.337 5.126 0.220
C 5.068 -5.785 -3.269
H 1.405 3.240 -0.976
C 1.664 -2.257 3.294
H 1.707 -2.939 4.147
H 0.695 -0.531 0.219
Br 1.937 4.723 -3.117
C 1.411 3.027 -2.127
H 4.444 -7.376 -1.948
C -4.211 9.605 1.247
C 4.044 -6.787 -2.780
C -6.243 3.283 -1.796
H 0.715 -2.406 2.769
H 5.649 -3.455 8.397
C -3.960 -5.029 -4.380
H 4.667 -7.512 4.314
H -5.931 5.109 -3.124
H -3.839 -3.942 -4.435
H 5.072 -2.654 -2.219
H 3.785 -2.329 2.873
H 3.158 -7.424 3.414
H -3.771 -5.154 -2.228
C -3.311 -5.578 -3.126
H -4.065 -1.476 -4.138
H 0.234 6.513 -0.987
H 5.804 -5.450 -1.497
H -4.671 10.029 2.145
H -0.667 -2.664 -1.977
H -3.481 2.782 1.321
C -4.860 10.154 -0.006
C 4.985 -2.602 8.570
H -4.316 8.517 1.287
C -3.143 2.134 -0.841
H 3.368 2.412 -3.219
H 2.971 1.438 -1.629
C -1.980 6.768 -0.326
H -4.739 11.241 -0.062
H 2.956 -1.570 -1.418
H -1.847 3.447 0.648
H -5.028 -5.266 -4.402
H 5.107 -0.512 9.094
H -3.031 2.313 -4.644
O -5.250 4.844 0.837
O 2.755 -1.597 1.256
H 1.664 -1.227 3.666
Br -1.179 4.258 -2.929
H 4.289 -2.863 9.372
H -3.544 2.564 -1.867
H -0.725 0.125 1.295
C -3.745 -0.733 -3.272
C 4.401 -2.142 -2.914
H -1.052 1.647 -5.826
O 2.134 -1.432 -3.286
H -1.300 1.076 -7.493
C -0.052 2.570 -2.726
H 5.969 -6.289 -3.632
C -5.751 4.849 -1.972
H 4.657 -5.184 -4.086
H -7.398 3.161 -2.069
H -3.486 -5.448 -5.274
C 5.777 -1.363 8.936
O -1.644 -2.404 -2.065
H -5.659 2.514 -2.458
H -0.016 6.979 0.823
H 2.161 -1.919 -4.126
H -3.015 2.811 -6.889
O 4.232 -2.365 7.390
C 2.833 -2.489 2.358
H 3.151 -6.274 -2.407
H -5.928 9.917 -0.029
H -0.393 -2.836 8.800
H 3.750 -7.468 -3.584
H -4.370 -1.053 -2.307
O 5.432 -4.908 -2.213
H 0.717 -3.408 6.624
C 4.242 -7.298 3.328
*
```

Mulliken population analysis, charges in e, atoms 1 to 4: -0.5051, -1.1661, 0.0469, 0.2983

[9]
Entry from the Open Molecules 2025 dataset: a 2-piece molecular cluster, C3H3Cl2O2 overall in a non-equilibrium geometry (ωB97M-V/def2-TZVPD).

Structure (ORCA input):
```
! RIJCOSX wB97M-V def2-TZVPD def2/J DEFGRID3
* xyz -1 1
C -0.541 -0.160 -1.708
C 0.844 0.239 0.834
O 1.198 -0.921 1.736
Cl -1.443 1.434 -1.974
H 0.290 -0.030 -0.100
H 0.093 -0.346 -2.529
Cl -1.822 -1.448 -2.061
C 0.270 0.004 2.133
H 1.656 0.972 0.701
O -0.546 0.255 2.968
*
```

Relative energy (zero: lowest compared OMol25 entry of this formula, charge and spin) in eV: 3.3830

Mulliken population analysis, charges in e, atoms 1 to 4: -0.5962, 0.0872, -0.4113, -0.3039

[10]
Entry from the Open Molecules 2025 dataset: C5H12N as an isolated structure in a non-equilibrium geometry (ωB97M-V/def2-TZVPD).

Structure (ORCA input):
```
! RIJCOSX wB97M-V def2-TZVPD def2/J DEFGRID3
* xyz 2 2
H -2.727 -0.123 0.719
H 2.169 -1.179 1.062
N 0.413 -1.137 -2.141
C 1.376 -0.409 1.017
H -2.667 0.950 2.165
H -1.040 0.640 -1.284
H 0.409 1.584 -0.740
C 0.549 -0.566 -0.311
H -0.035 -1.451 -0.128
H 0.976 -0.420 -2.627
C -0.270 0.716 -0.481
H 1.385 -0.667 -1.058
H 1.003 -1.929 -2.056
H 0.752 -0.439 1.874
H -0.924 2.148 1.082
H 1.886 0.533 0.970
C -1.083 1.173 0.728
C -2.172 0.576 1.211
*
```

Relative energy (zero: lowest compared OMol25 entry of this formula, charge and spin) in eV: 6.1770

Mulliken population analysis, charges in e, atoms 1 to 4: 0.3581, 0.3932, -0.3756, -1.3060

[11]
Entry from the Open Molecules 2025 dataset: a 2-piece molecular cluster, C4H8N2 overall in a non-equilibrium geometry (ωB97M-V/def2-TZVPD).

Structure (ORCA input):
```
! RIJCOSX wB97M-V def2-TZVPD def2/J DEFGRID3
* xyz 0 1
N -0.293 -0.237 -0.425
H -0.397 -1.161 -0.014
C -1.466 0.157 -0.913
C 2.031 0.080 0.231
H 2.718 0.712 0.799
N -2.310 -1.673 1.066
C -2.633 -0.636 0.623
H 2.072 -0.928 0.659
C 0.616 0.638 0.302
H 0.277 0.721 1.345
H -1.518 1.207 -1.227
H 2.379 0.027 -0.805
H -2.041 -0.543 -1.493
H 0.566 1.635 -0.149
*
```

Relative energy (zero: lowest compared OMol25 entry of this formula, charge and spin) in eV: 2.6716

Mulliken population analysis, charges in e, atoms 1 to 4: -0.2021, 0.3654, -0.3729, -1.1585

Record-wise E_tot values, in eV: -25772.408 -12284.297 -4090.471 -41463.457 -74112.758 -68892.786 -171957.805 -221818.523 -32297.746 -6843.487 -7255.204